50
Properties=species:S:1:pos:R:3:nbo_charge:R:1 method="wB97M-V/def2-TZVPD" e_lumo_ha=0.007 charge=0 molar_mass_g_mol=378.4 e_tot_ha=-1254.1694
O -1.070 -2.878 -3.961 -0.6648
O -0.506 1.166 3.615 -0.6032
N 2.918 -3.960 1.646 -0.2582
C -1.685 -1.753 -3.913 0.6432
C -1.176 0.966 2.587 0.6349
C 2.354 -3.618 0.523 -0.0320
C -1.397 -1.587 2.610 -0.2994
C -1.858 -0.359 2.335 -0.2917
C 2.115 -2.126 0.545 -0.1668
C 1.061 -0.081 -0.298 -0.3036
C 1.226 -1.418 -0.420 0.1555
C 2.866 -1.773 1.698 -0.0228
C -1.905 0.683 -3.137 -0.1667
C -1.402 1.901 -2.486 -0.2601
C -1.309 -0.590 -3.056 -0.2058
C 0.106 0.402 -1.365 -0.0540
C -0.322 -0.713 -2.023 0.2391
C -0.425 1.679 -1.596 0.1679
N -2.683 -1.680 -4.806 -0.7932
N 0.356 -1.825 -1.395 -0.5417
N 3.363 -2.886 2.350 -0.1853
N -1.557 2.174 2.001 -0.4245
N -0.126 2.666 -0.760 -0.4972
C 4.036 -2.896 3.555 -0.4073
C 1.117 3.500 -0.927 -0.4019
C -2.160 2.186 0.709 -0.2421
C -0.717 3.276 1.627 -0.2058
C -1.247 3.205 0.157 -0.0290
H 1.793 -4.317 -0.094 0.2110
H -1.823 -2.450 2.173 0.2056
H -0.459 -1.643 3.124 0.2053
H -2.784 -0.358 1.890 0.2002
H 1.487 0.544 0.470 0.2165
H 2.974 -0.652 2.000 0.2299
H -2.678 0.994 -3.897 0.2040
H -1.646 2.916 -2.664 0.2237
H -2.944 -2.458 -5.382 0.4170
H -3.242 -0.798 -4.893 0.3868
H 0.185 -2.773 -1.712 0.4356
H 3.875 -3.895 3.925 0.2326
H 3.587 -2.176 4.173 0.2183
H 5.194 -2.913 3.544 0.2056
H 2.023 2.868 -1.092 0.2130
H 1.028 4.149 -1.755 0.1799
H 1.259 4.228 -0.090 0.2062
H -2.168 1.221 0.171 0.2160
H -3.165 2.578 0.667 0.1961
H 0.331 2.952 1.674 0.2235
H -1.038 4.187 2.148 0.2056
H -1.763 4.134 -0.198 0.1844